A molecular structure, C40H36N4O6PRuS4 at a distorted geometry. Source: the OMol25 dataset; level of theory: ωB97M-V/def2-TZVPD.

Calculated values
electronic energy: -115521.164 eV
orbital gap (spin up / spin down): 6.3 / 6.4 eV
ΔE to the lowest compared entry with this formula, charge and spin: 36.08 kcal/mol
⟨S²⟩: 0.76
2S+1: 2

```
92
Properties=species:S:1:pos:R:3:lowdin_charge:R:1
Ru -0.902 0.279 0.080 1.0120
O -1.239 2.460 1.421 -0.1098
C -2.255 2.095 2.349 -0.1584
C -3.345 1.381 1.606 -0.2439
C -4.673 1.747 1.732 -0.0066
C -5.642 1.052 1.029 -0.0455
C -5.250 -0.011 0.241 -0.0453
C -3.903 -0.322 0.170 -0.1938
N -2.963 0.373 0.811 -0.0146
H -0.416 2.626 1.919 0.0284
H -2.666 2.970 2.854 0.1318
H -1.855 1.419 3.109 0.1026
H -4.936 2.576 2.378 0.1192
H -6.685 1.335 1.101 0.1134
H -5.965 -0.608 -0.309 0.1156
H -3.553 -1.169 -0.398 0.0623
C 3.582 3.910 1.391 -0.0752
C 2.484 4.421 0.714 -0.0702
C 1.696 3.590 -0.075 -0.0732
C 2.020 2.242 -0.216 -0.3275
C 3.132 1.738 0.462 -0.1280
C 3.901 2.564 1.269 -0.0679
P 0.953 1.118 -1.182 1.0211
C 1.954 0.604 -2.626 -0.3156
C 1.300 0.027 -3.717 -0.0944
C 2.006 -0.331 -4.856 -0.0713
C 3.376 -0.113 -4.923 -0.0809
C 4.032 0.464 -3.847 -0.0732
C 3.328 0.820 -2.702 -0.0709
C -0.324 2.149 -1.902 -0.4051
C -0.328 3.131 -2.886 -0.0733
C -1.519 3.790 -3.142 -0.0808
C -2.670 3.456 -2.420 -0.0721
C -2.657 2.454 -1.457 -0.0974
C -1.467 1.769 -1.204 -0.3001
H 4.184 4.557 2.018 0.1056
H 2.229 5.469 0.810 0.1069
H 0.821 3.991 -0.570 0.1034
H 3.395 0.693 0.361 0.0809
H 4.744 2.150 1.811 0.1104
H 0.231 -0.125 -3.680 0.0877
H 1.484 -0.778 -5.694 0.1067
H 3.927 -0.386 -5.814 0.1046
H 5.099 0.645 -3.894 0.1057
H 3.858 1.277 -1.879 0.0920
H 0.578 3.381 -3.431 0.1170
H -1.561 4.575 -3.887 0.1014
H -3.592 3.992 -2.612 0.1035
H -3.575 2.219 -0.928 0.0904
O 1.607 -6.474 -2.190 -0.0339
C 0.837 -6.068 -1.090 -0.2308
N 0.202 -4.775 -1.300 0.1141
C -0.587 -4.581 -2.372 -0.4288
O -0.796 -5.450 -3.213 0.0574
C -1.238 -3.235 -2.478 -0.1145
C -2.459 -3.111 -3.115 0.0330
C -3.057 -1.864 -3.172 -0.0197
C -2.427 -0.793 -2.559 -0.1287
N -1.246 -0.907 -1.946 -0.0320
C -0.658 -2.106 -1.946 -0.2251
H 0.999 -6.507 -2.942 0.0709
H 1.508 -5.965 -0.244 0.1295
H 0.067 -6.804 -0.854 0.1298
H 0.253 -4.077 -0.571 0.0682
H -2.916 -3.988 -3.556 0.1311
H -4.007 -1.716 -3.669 0.1143
H -2.862 0.200 -2.573 0.1069
H 0.329 -2.135 -1.504 0.0165
C -2.307 -1.602 4.534 -0.1072
O -1.675 -1.688 3.247 -0.2502
C -2.347 -2.229 2.232 -1.2666
S -3.892 -2.816 2.366 0.6243
S -1.417 -2.272 0.756 0.6321
H -1.601 -1.065 5.158 0.0715
H -2.508 -2.600 4.917 0.0799
H -3.250 -1.062 4.459 0.0708
O 0.894 2.393 2.993 -0.2829
S 0.817 0.984 3.313 0.6720
O -0.096 0.624 4.359 -0.2762
N 0.559 0.098 1.931 -0.1849
C 1.619 -0.714 1.694 -0.8463
S 1.829 -1.674 0.374 0.6969
C 2.697 -0.601 2.738 -0.2513
C 3.887 -1.291 2.815 -0.0259
C 4.769 -0.976 3.844 -0.0544
C 4.463 0.009 4.779 -0.0659
C 3.259 0.695 4.709 -0.0250
C 2.406 0.354 3.675 -0.2357
H 4.109 -2.058 2.083 0.0989
H 5.710 -1.505 3.922 0.1073
H 5.161 0.233 5.577 0.1081
H 2.994 1.457 5.430 0.1247
```